# 1
Density functional theory data (wB97M-V/def2-TZVPD) for a cluster of 3 separate species, C15H45BF3N6O7P3 in total.

Geometry as XYZ:
```
80
C15H45BF3N6O7P3 | the OMol25 dataset | wB97M-V/def2-TZVPD
O -3.49338 1.63922 3.53213
O -3.28922 2.23591 2.24507
C -3.67633 3.60960 2.33705
P -5.43294 3.81130 1.58668
C -7.21630 3.76711 0.70799
O -8.02889 2.64412 1.11436
C -8.68851 2.80160 2.26063
F -9.55600 1.79472 2.39938
F -7.88151 2.79576 3.34604
F -9.38424 3.95730 2.32019
B -5.86757 5.42686 2.64097
O -5.68071 5.41026 3.99129
O -6.32259 6.57325 2.01334
H -4.32812 1.16315 3.42875
H -3.62484 3.89597 3.38761
H -2.92722 4.17658 1.77338
H -5.72296 2.49612 2.05145
H -4.86879 3.91981 0.29261
H -7.01897 3.60410 -0.35065
H -7.77560 4.70244 0.76964
H -5.25904 6.23340 4.26267
H -7.26659 6.67660 2.16895
C 1.33950 0.16404 0.87717
N 0.17916 0.47554 0.05422
C -1.07819 0.17695 0.73820
P 0.05300 1.90912 -0.84580
O -0.30148 3.00843 0.07902
N 1.57560 2.47973 -1.50196
C 2.85491 1.85882 -1.21279
C 1.71072 3.93161 -1.49329
N -0.50074 1.23017 -2.25112
C -0.30196 -0.14694 -2.65113
C -0.81860 2.15218 -3.33097
H 1.21433 -0.82219 1.32402
H 1.51008 0.89078 1.68310
H 2.23663 0.08771 0.27646
H -1.89619 0.13039 0.01267
H -1.33583 0.93189 1.48583
H -1.02025 -0.79834 1.22288
H 3.14706 1.93642 -0.15788
H 3.62903 2.34703 -1.81055
H 2.86604 0.80807 -1.50705
H 2.03178 4.32455 -0.52012
H 0.76845 4.41364 -1.74478
H 2.44512 4.22229 -2.24923
H 0.75909 -0.39450 -2.76970
H -0.79454 -0.30476 -3.61209
H -0.74349 -0.84865 -1.94761
H 0.03170 2.28238 -4.00976
H -1.08292 3.13332 -2.93212
H -1.67902 1.79886 -3.90281
C 4.77496 -5.57851 1.45628
N 3.59600 -5.28576 0.65720
C 2.35701 -5.59941 1.36299
P 3.45040 -3.83868 -0.23141
O 3.19144 -2.75323 0.74806
N 4.94802 -3.20321 -0.92029
C 6.24932 -3.78807 -0.66012
C 5.03879 -1.74806 -0.89803
N 2.98219 -4.53569 -1.66176
C 3.28127 -5.88965 -2.08270
C 2.62872 -3.61566 -2.73411
H 4.65666 -6.56670 1.90398
H 4.94865 -4.85064 2.25973
H 5.66563 -5.63670 0.83979
H 1.52430 -5.65446 0.65643
H 2.10652 -4.85266 2.12533
H 2.44358 -6.57520 1.84171
H 6.55686 -3.71055 0.39213
H 6.99937 -3.27214 -1.26463
H 6.28768 -4.83595 -0.96466
H 5.36667 -1.35274 0.07234
H 4.07597 -1.29395 -1.12632
H 5.74750 -1.42644 -1.66596
H 4.35791 -6.06269 -2.17912
H 2.82291 -6.05927 -3.05790
H 2.87058 -6.63352 -1.40517
H 3.48545 -3.41735 -3.38693
H 2.28858 -2.66142 -2.32595
H 1.80834 -4.01541 -3.33319
```

energy above the lowest of the compared OMol25 structures with the same formula, charge and spin: 0.0 kJ/mol
spin multiplicity: 1
structure (SMILES): OOC[PH2](COC(F)(F)F)B(O)O.CN(C)P(=O)(N(C)C)N(C)C.CN(C)P(=O)(N(C)C)N(C)C
LUMO: 0.0126 hartree
net charge: 0
molecular weight: 582.3 g mol⁻¹
HOMO level: -0.290 Eh
Kohn-Sham gap: 8.2320 eV
F_max: 4.972 eV Å⁻¹


# 2
Density functional theory data (wB97M-V/def2-TZVPD) for a cluster of 11 separate species, C15H45N3O18 in total.

Geometry as XYZ:
```
81
C15H45N3O18 | the OMol25 dataset | wB97M-V/def2-TZVPD
C 7.61683 -0.05753 -18.75800
N 8.79369 -0.96511 -18.60586
O 8.61526 -2.18900 -18.74621
O 9.85692 -0.44679 -18.32289
H 6.98611 -0.47977 -19.53402
H 7.96056 0.90810 -19.10806
H 7.12960 0.01255 -17.79467
C 5.72917 -3.21639 -22.86629
N 6.15077 -2.52280 -21.62093
O 7.31526 -2.40867 -21.41386
O 5.30207 -2.09949 -20.90244
H 4.78949 -2.78800 -23.18131
H 5.61902 -4.28293 -22.69033
H 6.53945 -3.09470 -23.57725
C 8.71995 -0.28909 -23.05192
N 9.88417 0.08760 -22.19884
O 9.69668 0.96828 -21.37838
O 10.90085 -0.56114 -22.29000
H 8.77566 0.30974 -23.95615
H 7.89867 0.06400 -22.43916
H 8.70973 -1.35268 -23.22016
C 14.64488 -5.31083 -22.68158
O 15.48614 -4.31009 -23.19610
C 15.50056 -4.05017 -24.48979
O 14.99662 -4.66833 -25.36107
O 16.21278 -2.97948 -24.65944
C 16.13226 -2.32148 -25.94919
H 13.84746 -5.66450 -23.33092
H 14.09914 -4.85276 -21.84799
H 15.22009 -6.13254 -22.28063
H 15.17784 -2.54193 -26.43424
H 16.94677 -2.61440 -26.60947
H 16.16828 -1.25596 -25.72626
C 14.64104 -4.64740 -15.45094
O 15.37831 -5.71810 -16.06675
C 14.82932 -6.41865 -17.01722
O 13.89753 -6.15587 -17.65530
O 15.53960 -7.51580 -17.14331
C 14.99627 -8.52251 -18.00823
H 13.89200 -5.02024 -14.75271
H 14.12700 -4.00681 -16.16641
H 15.33914 -4.01699 -14.91195
H 14.88972 -8.12879 -19.01684
H 14.03276 -8.90016 -17.66056
H 15.68116 -9.36482 -18.03535
C 13.35466 -0.35019 -18.18560
O 13.65285 -1.72347 -18.02895
H 12.77848 -0.22205 -19.09793
H 12.83261 0.05109 -17.31241
H 14.28436 0.23920 -18.12134
H 14.17596 -1.98031 -18.82620
C 11.71814 -2.99716 -20.69805
O 10.49888 -3.62264 -21.17232
H 12.15871 -3.62531 -19.91283
H 12.41701 -2.83124 -21.50947
H 11.42609 -2.07403 -20.18997
H 9.79520 -3.42422 -20.54400
C 10.54529 -5.81720 -24.21926
O 9.44870 -5.25392 -23.50370
H 10.60871 -5.41131 -25.24046
H 11.51095 -5.68156 -23.71840
H 10.44671 -6.90506 -24.33899
H 9.78103 -4.58842 -22.88583
C 16.29342 -3.24682 -20.11837
O 15.08974 -2.51284 -20.33933
H 16.59988 -3.18324 -19.06834
H 16.07091 -4.31561 -20.19831
H 17.12504 -2.90604 -20.73005
H 14.73072 -2.92635 -21.13612
C 11.45624 -4.21602 -16.40240
O 10.10298 -3.77263 -16.36511
H 11.55743 -5.12650 -16.99451
H 12.08325 -3.47488 -16.89571
H 11.79429 -4.43458 -15.39088
H 10.01666 -2.90586 -16.76508
C 13.18598 -0.88168 -24.83053
O 13.12416 -1.61801 -23.60513
H 14.21161 -0.52454 -24.97594
H 12.95038 -1.48869 -25.71560
H 12.53303 -0.00294 -24.78209
H 12.24524 -1.45893 -23.21233
```

spin multiplicity: 1
structure (SMILES): C[N+](=O)[O-].C[N+](=O)[O-].C[N+](=O)[O-].COC(=O)OC.COC(=O)OC.CO.CO.CO.CO.CO.CO
LUMO: -0.0079 hartree
net charge: 0
molecular weight: 555.5 g mol⁻¹
HOMO level: -0.347 Eh
Kohn-Sham gap: 9.2332 eV
F_max: 4.542 eV Å⁻¹


# 3
Density functional theory data (wB97M-V/def2-TZVPD) for a cluster of 6 separate species, C15H45N5O6 in total.

Geometry as XYZ:
```
71
C15H45N5O6 | the OMol25 dataset | wB97M-V/def2-TZVPD
C 2.34541 3.85916 3.23727
O 1.21900 3.89841 4.04696
C 0.90665 2.56310 4.43553
C -0.26753 2.12539 3.51824
C -1.60576 2.90763 3.50190
N -0.61967 0.69781 3.65911
H 3.25158 3.89624 3.84189
H 2.41367 4.74739 2.60919
H 2.32512 3.08429 2.47094
H 1.68928 1.86346 4.14212
H 0.65066 2.62373 5.49330
H 0.01439 2.26138 2.47414
H -2.13853 2.86814 4.45201
H -2.26497 2.57229 2.70123
H -1.26031 3.91947 3.28988
H -1.23608 0.60906 4.45425
H 0.19794 0.22601 4.01831
C 2.67417 3.05117 -9.72743
O 2.51702 1.96179 -8.82559
C 2.15463 2.40018 -7.51292
C 1.84022 1.17204 -6.54095
C 0.64182 0.33990 -6.92173
N 1.61405 1.60769 -5.19960
H 1.91177 3.80422 -9.52806
H 2.61021 2.66871 -10.74612
H 3.55367 3.63893 -9.46451
H 2.84713 3.10533 -7.05323
H 1.22643 2.96571 -7.59489
H 2.62297 0.41350 -6.54072
H 0.79245 0.02504 -7.95433
H -0.25117 0.96445 -6.89693
H 0.77137 -0.60761 -6.39872
H 1.32045 2.57030 -5.11418
H 0.79857 1.13956 -4.83089
C 2.77292 -2.99678 4.35047
O 1.84528 -2.37448 5.23873
C 2.19778 -2.35449 6.62259
C 1.10984 -1.57766 7.48441
C 1.52780 -1.65908 8.95112
N -0.18367 -2.23710 7.44836
H 3.05436 -3.99387 4.68912
H 3.63403 -2.41878 4.01506
H 2.11341 -2.94405 3.48423
H 2.31475 -3.39757 6.91653
H 3.15616 -1.86439 6.79401
H 0.87125 -0.58454 7.10378
H 1.86346 -2.61579 9.35129
H 0.61719 -1.37517 9.47865
H 2.39764 -1.05458 9.20810
H -0.05437 -3.21042 7.68508
H -0.25365 -2.39343 6.45299
N 0.51807 -1.00282 -0.17924
C -0.43945 -1.53745 -0.86951
N -1.58739 -1.28490 -0.28139
O -0.44806 -2.23123 -1.85379
H 0.41901 -0.70517 0.78081
H 1.36880 -0.89288 -0.71241
H -1.52549 -0.80978 0.60771
H -2.33665 -1.77959 -0.74399
C -3.62512 -4.26546 -4.63696
O -2.19808 -4.62128 -4.57365
H -4.21485 -4.92238 -5.27632
H -4.07570 -4.23044 -3.64507
H -3.71372 -3.20604 -4.87754
H -1.71517 -4.02905 -3.99256
C -6.96163 -0.13853 -3.71233
O -5.98700 -0.83164 -3.01665
H -7.87502 -0.70878 -3.88147
H -7.26388 0.72726 -3.12315
H -6.61446 0.17583 -4.69659
H -5.97500 -0.59751 -2.08572
```

energy above the lowest of the compared OMol25 structures with the same formula, charge and spin: 0.0 kJ/mol
spin multiplicity: 1
structure (SMILES): COC[C@H](C)N.COC[C@H](C)N.COC[C@H](C)N.NC(N)=O.CO.CO
LUMO: 0.0125 hartree
net charge: 0
molecular weight: 391.6 g mol⁻¹
HOMO level: -0.331 Eh
Kohn-Sham gap: 9.3420 eV
F_max: 4.960 eV Å⁻¹